Record 1
Entry from the OMol25 dataset: a structure of composition C18H26Br19ClN2O4P (ωB97M-V/def2-TZVPD).

Last column: Mulliken charge in e.
Positions of all 71 atoms, in Å:
C -2.75 1.35 -3.51  -0.78
C -1.39 0.93 -3.03  0.59
O -1.17 -0.19 -2.72  -0.45
O -0.36 1.86 -2.94  -0.42
C -0.33 2.57 -1.72  -0.29
C 0.13 1.73 -0.58  -0.60
N 0.76 0.62 -0.71  1.20
C 1.19 0.03 0.56  1.11
C 2.69 -0.36 0.35  -1.49
C 2.90 -1.35 -0.77  0.75
O 2.69 -2.51 -0.60  -0.61
Cl 3.36 -0.67 -2.33  -0.05
C 0.39 -1.10 1.22  -2.20
C -0.72 -1.73 0.38  0.47
C -1.08 -3.06 1.03  -1.34
Br -2.34 -0.63 0.43  -0.17
C 1.29 1.33 1.42  -1.55
C -0.01 2.00 0.89  0.31
P -0.45 3.72 1.48  0.56
N -2.03 4.06 0.91  -0.51
O -0.69 3.47 3.10  -0.51
H -2.92 2.42 -3.43  0.23
H -3.46 0.76 -2.94  0.27
H -2.82 1.01 -4.55  0.32
H -1.25 3.12 -1.48  0.09
H 0.45 3.34 -1.84  0.26
H 0.93 0.27 -1.66  0.45
H 3.27 0.53 0.11  0.24
H 3.08 -0.74 1.29  0.43
H 0.02 -0.75 2.18  0.80
H 1.09 -1.90 1.46  0.67
H -0.41 -1.94 -0.65  0.46
H -0.20 -3.70 1.07  0.41
H -1.41 -2.88 2.06  0.39
H -1.90 -3.56 0.51  0.19
H 1.20 1.06 2.47  0.55
H 2.17 1.93 1.24  0.15
H -0.79 1.37 1.33  0.11
H -2.47 3.22 0.54  0.20
H -1.99 4.75 0.16  0.25
H -1.06 2.59 3.22  0.34
C -5.21 -4.29 0.10  0.16
Br -7.11 -4.54 -0.10  -0.03
Br -4.44 -3.48 -1.47  -0.04
Br -4.78 -3.33 1.71  0.00
H -4.77 -5.28 0.19  -0.11
C 6.23 -3.99 -2.11  -0.34
Br 5.90 -5.63 -3.06  -0.04
Br 6.96 -2.63 -3.26  -0.06
Br 4.60 -3.33 -1.23  0.16
H 6.97 -4.20 -1.35  0.36
C -5.24 4.20 -1.67  -0.39
Br -3.52 5.07 -1.78  -0.03
Br -6.04 3.99 -3.40  0.02
Br -5.12 2.52 -0.73  -0.02
H -5.89 4.84 -1.09  0.45
C -4.20 -7.84 2.91  -0.33
Br -6.09 -8.07 2.69  0.01
Br -3.40 -7.04 1.34  -0.02
Br -3.77 -6.85 4.50  0.00
H -3.76 -8.82 3.01  0.35
C 3.34 5.10 2.65  -0.35
Br 5.08 5.89 2.58  -0.04
Br 2.57 4.96 0.89  -0.01
Br 3.36 3.42 3.58  -0.01
H 2.70 5.77 3.21  0.43
C 6.50 2.13 -0.49  -0.34
Br 6.30 0.29 0.06  0.04
Br 4.92 2.78 -1.39  -0.04
Br 7.00 3.26 0.98  0.02
H 7.31 2.15 -1.20  0.37

Computed properties:
LUMO level in Eh: -0.1348
Total charge: +1
Gap between HOMO and LUMO in eV: 7.51
Highest occupied orbital energy in eV: -11.18
DFT total energy in eV: -1382867.8730

---

Record 2
Entry from the OMol25 dataset: a structure of composition C18H26N2O2 (ωB97M-V/def2-TZVPD).

Last column: natural (NBO) charge in e.
Positions of all 48 atoms, in Å:
C 0.01 -3.81 -0.84  -0.30
O 0.62 -2.75 -1.51  -0.54
C 1.21 -1.81 -0.64  -0.10
C 1.73 -0.64 -1.43  -0.43
C 1.91 0.63 -0.60  -0.40
C 3.01 0.58 0.48  -0.40
C 2.57 1.01 1.88  -0.40
C 1.74 -0.02 2.64  -0.40
C 0.34 0.40 3.12  -0.39
C -0.49 1.25 2.16  -0.41
C -1.64 0.48 1.52  -0.42
C -2.02 0.98 0.16  -0.08
C -2.59 2.21 -0.03  0.29
O -2.93 2.99 1.07  -0.71
C -2.93 2.71 -1.30  -0.26
C -2.68 1.97 -2.43  -0.17
C -2.09 0.70 -2.29  0.05
N -1.83 -0.04 -3.41  -0.36
C -1.26 -1.20 -3.24  -0.01
C -0.92 -1.69 -1.96  0.00
N -1.17 -1.02 -0.87  -0.53
C -1.76 0.20 -1.00  0.22
H -0.91 -3.48 -0.35  0.22
H 0.66 -4.24 -0.07  0.21
H -0.21 -4.58 -1.57  0.21
H 2.01 -2.29 -0.07  0.18
H 0.46 -1.46 0.09  0.23
H 2.71 -0.90 -1.85  0.20
H 1.04 -0.45 -2.25  0.22
H 2.15 1.44 -1.29  0.21
H 0.95 0.89 -0.16  0.20
H 3.82 1.24 0.17  0.21
H 3.44 -0.42 0.54  0.19
H 2.05 1.96 1.79  0.20
H 3.47 1.22 2.45  0.21
H 2.30 -0.34 3.51  0.21
H 1.63 -0.92 2.03  0.19
H 0.41 0.88 4.10  0.20
H -0.22 -0.52 3.30  0.20
H 0.13 1.64 1.36  0.20
H -0.88 2.12 2.69  0.20
H -2.52 0.51 2.16  0.23
H -1.34 -0.56 1.42  0.23
H -2.21 3.59 1.28  0.48
H -3.39 3.68 -1.38  0.22
H -2.93 2.32 -3.41  0.22
H -1.03 -1.79 -4.12  0.19
H -0.43 -2.65 -1.87  0.29

Computed properties:
LUMO level in Eh: 0.0172
Total charge: 0
Energy relative to the best compared isomer or geometry (same formula, charge and spin) in kJ/mol: 753.3
Gap between HOMO and LUMO in eV: 7.91
Highest occupied orbital energy in eV: -7.45
DFT total energy in eV: -26157.3850

---

Record 3
Entry from the OMol25 dataset: a structure of composition C18H27AlCl3O6PS4 (ωB97M-V/def2-TZVPD).

Last column: natural (NBO) charge in e.
Positions of all 60 atoms, in Å:
Al -0.73 -0.96 1.91  1.44
C -0.52 -2.14 -2.88  -0.62
C 0.84 -1.54 -2.68  -0.04
C 1.34 -0.63 -3.60  -0.21
C 2.58 -0.04 -3.41  -0.05
Cl 3.17 1.11 -4.58  -0.01
C 3.34 -0.35 -2.31  -0.22
C 2.86 -1.26 -1.37  -0.29
C 1.61 -1.85 -1.56  0.30
O 1.07 -2.74 -0.67  -0.51
C 1.88 -3.09 0.44  -0.18
C 2.05 -1.97 1.46  0.80
O 3.13 -1.81 1.99  -0.60
O 1.00 -1.24 1.70  -0.94
H -1.18 -1.44 -3.40  0.22
H -0.98 -2.40 -1.93  0.21
H -0.47 -3.06 -3.47  0.23
H 0.75 -0.36 -4.46  0.22
H 4.31 0.11 -2.17  0.23
H 3.47 -1.48 -0.51  0.24
H 2.86 -3.42 0.10  0.21
H 1.38 -3.93 0.93  0.22
C -3.41 3.03 -0.97  -0.63
C -2.02 3.42 -0.50  0.10
C -1.80 4.91 -0.39  -0.63
O -1.84 2.85 0.84  -0.83
P -0.73 1.76 1.06  1.78
S -0.90 1.11 2.94  -0.54
S -0.91 0.18 -0.17  -0.60
O 0.59 2.55 0.74  -0.85
C 1.91 1.90 0.58  0.10
C 2.64 2.70 -0.47  -0.62
C 2.61 1.86 1.92  -0.64
H -3.60 3.46 -1.95  0.22
H -4.15 3.39 -0.27  0.22
H -3.50 1.94 -1.04  0.23
H -1.27 2.98 -1.17  0.19
H -2.55 5.35 0.26  0.22
H -1.88 5.37 -1.37  0.22
H -0.81 5.11 0.02  0.23
H 1.72 0.89 0.22  0.21
H 2.81 3.72 -0.12  0.21
H 2.07 2.73 -1.40  0.22
H 3.60 2.24 -0.67  0.22
H 2.77 2.88 2.29  0.21
H 3.58 1.37 1.80  0.23
H 2.05 1.30 2.65  0.24
Cl -3.48 -1.14 1.46  0.03
C -4.27 -0.55 2.96  -0.39
Cl -4.67 1.16 2.86  0.01
H -3.57 -0.72 3.77  0.24
H -5.18 -1.12 3.08  0.23
C -1.27 -4.24 0.34  -0.25
O -1.15 -3.26 1.38  -0.57
C -1.13 -3.68 2.68  0.00
S -1.03 -5.23 3.15  -0.05
S -1.10 -2.28 3.71  -0.22
H -1.52 -3.69 -0.55  0.20
H -2.05 -4.96 0.60  0.21
H -0.32 -4.77 0.21  0.20

Computed properties:
LUMO level in Eh: 0.0105
Total charge: 0
Energy relative to the best compared isomer or geometry (same formula, charge and spin) in kJ/mol: 0.0
Gap between HOMO and LUMO in eV: 8.90
Highest occupied orbital energy in eV: -8.61
DFT total energy in eV: -128190.8990

---

Record 4
Entry from the OMol25 dataset: a structure of composition C18H27Cl2FN6O2PSe2V (ωB97M-V/def2-TZVPD).

Last column: natural (NBO) charge in e.
Positions of all 60 atoms, in Å:
V -0.32 -0.22 0.12  1.17
C 1.91 4.48 2.03  -0.40
N 0.91 3.65 1.38  -0.35
C 0.06 4.07 0.39  -0.11
C -0.66 2.98 0.02  -0.05
N -0.27 1.90 0.78  -0.52
C 0.68 2.33 1.58  0.12
P 1.60 1.27 2.79  0.62
C 0.30 0.09 3.12  -0.03
N -0.33 -0.65 2.17  -0.59
C -0.93 -1.70 2.82  -0.05
C -0.68 -1.63 4.15  -0.12
N 0.09 -0.50 4.35  -0.36
C 0.67 -0.06 5.59  -0.39
C 2.50 0.43 1.43  0.06
N 1.86 -0.18 0.44  -0.55
C 2.77 -0.99 -0.19  -0.03
C 3.97 -0.88 0.43  -0.12
N 3.80 0.00 1.47  -0.36
C 4.82 0.46 2.37  -0.40
H 1.48 5.44 2.29  0.20
H 2.77 4.63 1.38  0.20
H 2.24 3.98 2.94  0.23
H 0.06 5.09 0.04  0.21
H -1.42 2.88 -0.73  0.24
H -1.51 -2.43 2.27  0.24
H -0.98 -2.26 4.97  0.20
H 0.14 -0.52 6.42  0.20
H 0.60 1.02 5.67  0.20
H 1.73 -0.34 5.65  0.19
H 2.48 -1.59 -1.04  0.24
H 4.93 -1.35 0.23  0.21
H 5.40 -0.38 2.74  0.20
H 4.35 0.96 3.22  0.22
H 5.50 1.17 1.89  0.19
O -3.52 -1.63 -3.35  -0.75
C -2.52 -2.11 -2.43  -0.08
C -1.17 -2.23 -3.14  -0.16
C -1.35 -3.05 -4.43  -0.05
O -1.98 -4.32 -4.25  -0.73
C -0.13 -2.94 -2.25  -0.53
Se -0.28 -2.77 -0.30  -0.34
C -0.69 -0.85 -3.60  -0.53
Se 0.23 0.34 -2.32  -0.32
H -4.07 -1.02 -2.85  0.47
H -2.83 -3.08 -2.03  0.16
H -2.42 -1.42 -1.59  0.23
H -0.36 -3.18 -4.89  0.15
H -1.99 -2.50 -5.12  0.19
H -1.65 -4.69 -3.42  0.46
H 0.86 -2.59 -2.56  0.21
H -0.15 -4.02 -2.43  0.18
H -1.53 -0.30 -4.00  0.22
H 0.04 -0.99 -4.40  0.20
Cl -3.35 1.57 -2.37  0.05
C -4.70 2.37 -3.16  -0.40
Cl -4.26 3.97 -3.82  -0.06
H -5.49 2.53 -2.44  0.21
H -5.04 1.77 -3.99  0.22
F -2.15 -0.01 -0.04  -0.70

Computed properties:
LUMO level (alpha / beta) in Eh: 0.0894 / 0.0873
Total charge: -1
Energy relative to the best compared isomer or geometry (same formula, charge and spin) in kJ/mol: 105.8
Spin multiplicity: 4
Gap between HOMO and LUMO (alpha / beta) in eV: 4.19 / 6.19
Highest occupied orbital energy (alpha / beta) in eV: -1.75 / -3.82
DFT total energy in eV: -225574.7562